Computed, not measured: a structure of composition C8H10NO6STc, with ωB97M-V with the def2-TZVPD basis set.

```
27
Properties=species:S:1:pos:R:3:lowdin_charge:R:1
H -2.06 -2.94 3.05 0.115
H 1.88 0.94 -2.53 0.138
O -2.80 -0.32 -3.25 -0.161
O -0.48 -0.87 -2.39 -0.386
H -0.58 -3.87 2.71 0.102
C 1.43 0.60 -0.44 -0.367
C 0.93 1.13 0.76 -0.062
O -0.98 -0.76 1.71 -0.076
H 2.05 -1.25 0.30 0.152
C -0.74 -2.00 1.72 -0.606
H 1.94 -1.17 -1.38 0.150
H 0.96 0.55 1.67 0.126
C -0.98 -2.88 2.89 0.048
H 1.13 3.30 -2.45 0.132
H -0.54 -2.44 3.78 0.107
C 1.51 1.38 -1.61 -0.004
C 1.08 2.68 -1.56 -0.011
H 0.08 2.87 1.69 0.132
C 0.54 3.21 -0.38 -0.009
O -2.28 -1.38 -0.99 -0.371
O -1.65 0.84 -1.31 -0.357
O -0.26 -2.45 0.61 -0.095
H 0.18 4.23 -0.37 0.130
N 1.59 -0.81 -0.49 0.065
Tc -0.51 -0.66 -0.35 1.679
S -1.93 -0.39 -2.16 0.446
C 0.47 2.45 0.77 -0.019
```

Total charge: +1
Multiplicity: 2
Frontier orbital gap (alpha / beta), eV: 8.038 / 7.507
E_LUMO (alpha / beta), eV: -5.91 / -6.28

***

Computed, not measured: a structure of composition C18H6Cl5F6N4PSeY, with ωB97M-V with the def2-TZVPD basis set.

```
42
Properties=species:S:1:pos:R:3:lowdin_charge:R:1
H -2.19 1.86 -1.59 0.088
F -0.35 -0.99 2.53 -0.257
Cl 3.44 4.93 -1.28 0.816
F 1.63 -0.45 1.50 -0.275
Se -2.87 -5.01 -5.03 1.243
C -1.67 -1.35 -2.02 -0.130
F 0.45 1.10 2.64 -0.227
C -2.27 0.89 -2.05 -0.108
C -0.14 4.66 0.49 -0.645
Cl 1.33 6.86 -0.03 0.827
Cl 2.87 1.88 -1.26 0.873
Y -0.33 0.15 0.55 1.620
Cl -1.84 2.60 1.12 0.738
C -2.46 -2.95 -3.70 -0.340
C 0.54 2.36 -0.08 -0.262
C 2.00 4.34 -0.62 -0.689
N -0.20 -2.11 -0.26 -0.007
C -3.12 -0.54 -3.75 0.061
C -0.91 -2.43 -1.37 -0.134
C -2.42 -1.60 -3.16 -0.061
F 1.65 -1.78 3.39 -0.045
C -0.19 -4.71 -1.23 0.061
F 2.46 0.39 3.52 -0.028
C 1.73 2.94 -0.61 -0.649
C -1.72 -4.00 -3.07 -0.337
H -3.56 1.56 -3.62 0.128
C -0.93 -3.72 -1.88 -0.063
C 0.53 -4.38 -0.10 0.015
C 1.07 5.19 -0.06 -0.683
N -1.81 -5.18 -3.62 -0.203
H -3.71 -0.73 -4.64 0.138
C -0.35 3.25 0.43 -0.668
N -3.14 -3.28 -4.77 -0.206
P 1.13 -0.33 3.19 0.257
H 1.06 -2.79 1.23 0.101
C 0.50 -3.07 0.35 -0.079
C -3.04 0.72 -3.19 0.002
H 1.12 -5.12 0.43 0.132
F 0.45 -0.18 4.57 -0.021
N -1.60 -0.11 -1.46 -0.021
H -0.20 -5.72 -1.62 0.138
Cl -1.27 5.67 1.18 0.901
```

Total charge: +2
Energy above the lowest of the compared OMol25 structures with the same formula, charge and spin, kJ/mol: 0.0
Multiplicity: 2
Frontier orbital gap (alpha / beta), eV: 7.619 / 4.331
E_LUMO (alpha / beta), eV: -6.78 / -10.07

***

Computed, not measured: a structure of composition C8H20BaNO2P at a distorted geometry, with ωB97M-V with the def2-TZVPD basis set.

```
33
Properties=species:S:1:pos:R:3:lowdin_charge:R:1
H -4.21 -0.71 -0.67 0.114
H 3.66 -1.28 0.92 0.101
H -1.22 2.41 0.31 0.148
H -3.29 -1.18 -2.26 0.168
C -0.44 1.52 0.22 -0.411
H 1.10 1.29 2.58 0.090
H 2.00 -1.13 1.82 0.031
H 0.59 -1.70 -0.23 0.088
P -0.16 0.89 2.03 0.816
H 2.58 -2.87 1.37 0.097
C -3.12 -0.83 -1.14 -0.220
C 2.60 -1.76 1.00 -0.130
H -3.00 1.29 -0.30 0.052
H 1.25 -0.04 -2.02 0.118
H 2.07 -2.47 -1.10 0.128
H 2.47 1.02 0.78 0.083
N -2.42 -1.87 -0.28 -0.052
H 3.09 -0.43 -1.91 0.135
H -0.41 -0.54 2.09 0.014
O -1.28 1.55 2.98 -0.816
C 2.14 -0.20 -1.25 -0.196
C -2.34 0.63 -1.03 -0.219
H -2.30 1.09 -2.12 0.179
Ba -2.91 0.29 2.04 2.059
H 0.63 2.38 -1.60 0.157
C 2.23 1.17 -0.36 -0.199
C 1.77 -1.56 -0.40 -0.261
H -2.83 -2.81 -0.47 0.114
H -2.51 -1.67 0.74 -0.063
O -0.97 0.37 -0.54 -0.274
H 3.15 1.79 -0.80 0.144
C 0.92 2.15 -0.47 -0.147
H 1.15 3.19 0.07 0.149
```

Total charge: +2
Energy above the lowest of the compared OMol25 structures with the same formula, charge and spin, kJ/mol: 348.0
Frontier orbital gap, eV: 8.613
E_LUMO, eV: -7.78

***

Computed, not measured: a structure of composition C33H72AlN2O10P2S2 at a distorted geometry, with ωB97M-V with the def2-TZVPD basis set.

```
122
Properties=species:S:1:pos:R:3:lowdin_charge:R:1
H 7.16 1.14 4.31 0.085
H -10.16 -1.81 -1.30 0.084
O -0.18 -1.34 -5.95 0.054
P 2.45 -1.56 2.93 0.750
C 5.05 1.28 -8.03 -0.499
C 0.34 -5.29 3.90 -0.513
C 5.47 0.77 -9.38 -0.025
H 1.68 3.93 -5.19 0.075
H 6.03 -0.16 -9.27 0.084
O 3.25 5.59 -4.19 0.064
H -4.71 1.39 0.36 0.077
H -5.19 -4.22 3.70 0.067
H -1.05 0.01 1.39 0.059
H -5.76 -4.18 2.01 0.056
H -6.91 -0.42 -2.73 0.078
C -5.21 -2.25 2.87 -0.273
H 4.66 -0.56 -7.00 0.089
C 3.43 5.15 -5.30 -0.493
C -0.86 -6.19 4.05 -0.023
H -0.97 1.19 -4.37 0.089
Al 2.05 -0.07 1.15 0.012
C 0.49 -0.74 0.06 -0.272
H 6.39 1.98 5.68 0.083
H -0.02 5.44 -3.67 0.072
H -0.09 1.68 2.67 -0.121
C 1.10 -4.02 7.80 -0.495
H 1.85 2.96 0.57 -0.077
C -9.01 -0.34 -2.36 -0.507
H -0.35 4.39 0.45 0.061
H -5.23 -0.02 -0.51 0.035
H -2.76 -0.32 -0.71 0.060
H -5.75 -1.64 3.58 0.110
C 1.43 -3.70 9.24 -0.031
H 0.97 -2.75 9.52 0.082
H 5.19 4.66 -6.39 0.069
P 1.82 2.19 1.77 0.592
H 3.23 0.19 -7.74 0.091
H -11.11 -0.48 -2.00 0.077
C 2.56 -0.66 4.55 -0.361
C 6.83 3.88 3.60 -0.025
H 3.35 -1.14 5.13 0.011
H -0.47 -0.03 -3.17 0.074
H 3.84 0.73 -0.14 -0.012
H -0.95 -6.85 3.18 0.079
H 2.92 2.60 2.54 -0.088
C -10.27 -1.15 -2.16 -0.029
C 4.60 5.55 -6.16 -0.020
H -2.59 -2.00 -5.63 0.078
H 5.22 6.27 -5.63 0.079
C -7.74 -1.11 -2.60 -0.037
S -2.72 -1.94 1.06 0.917
H 1.64 -0.86 5.08 -0.006
H -2.47 -1.57 -3.92 0.080
H -0.39 6.13 0.08 0.081
H 2.51 -3.62 9.36 0.081
H -2.97 -0.35 -5.10 0.085
H -4.16 -2.21 3.18 0.083
O 4.80 2.73 3.16 0.033
C -5.32 -0.18 1.67 -0.255
H 6.43 4.62 2.91 0.080
H -1.76 -5.58 4.12 0.075
H 7.78 3.50 3.20 0.081
H -7.83 -1.72 -3.51 0.085
H 1.05 -4.49 9.88 0.075
H -1.56 -1.55 -1.08 0.061
H 7.01 4.35 4.57 0.080
H 2.77 0.40 4.49 0.004
H 2.03 4.54 -6.81 0.087
H -0.90 0.89 -0.15 0.099
C -0.24 4.85 -1.63 -0.503
H 0.41 -1.82 0.23 0.047
H 3.00 3.22 -6.13 0.066
S -4.91 -2.89 -0.72 0.692
C 0.06 5.17 -0.19 -0.039
C 4.16 0.39 -7.20 -0.018
C -5.77 -3.67 2.96 -0.072
H 1.35 5.87 -2.64 0.065
C 5.85 2.74 3.75 -0.486
O 0.50 -5.03 7.50 0.060
H -6.41 1.06 0.24 0.069
H 1.09 -2.05 6.94 0.087
O -9.03 0.87 -2.32 0.062
C 1.55 -3.03 6.76 -0.026
H -0.17 6.80 -2.54 0.081
N 0.43 2.54 2.56 -0.417
H 4.22 -2.13 1.75 0.003
C -0.88 -0.81 -5.12 -0.507
C 0.26 5.81 -2.68 -0.031
H 1.14 5.22 -0.04 0.073
H 5.44 0.86 4.67 0.073
C -2.32 -1.21 -4.93 -0.022
C 1.69 -5.96 3.78 -0.021
H 2.46 -5.20 3.67 0.077
C -1.99 -0.95 -0.28 -0.460
C 2.47 4.14 -5.90 -0.009
C -4.44 -2.14 0.65 -1.123
H -10.47 -1.76 -3.05 0.081
O 5.41 2.37 -7.63 0.057
O -0.86 3.86 -1.95 0.050
H -7.53 -1.76 -1.75 0.050
H 6.11 1.50 -9.87 0.078
C -0.39 0.28 -4.21 -0.010
H 1.25 -3.37 5.77 0.055
H 3.93 0.87 -6.26 0.075
H 4.60 0.58 -10.00 0.084
H 0.76 -0.60 -0.99 0.040
C -5.44 0.58 0.36 -0.072
H 1.71 -6.61 2.90 0.080
H 2.63 -2.93 6.78 0.090
H -6.77 -3.63 3.35 0.065
C -0.86 -0.08 0.32 -0.347
O 3.52 -0.17 0.06 -0.285
O 0.24 -4.09 3.87 0.027
H -6.15 0.11 2.31 0.110
H 4.24 5.99 -7.09 0.085
H 0.66 0.49 -4.43 0.079
H 1.89 -6.56 4.67 0.081
N -5.43 -1.65 1.54 -0.227
C 6.24 1.61 4.66 -0.013
H -0.76 -6.79 4.95 0.081
O 4.07 -2.08 2.71 -0.449
H -4.43 0.12 2.22 0.107
```

Total charge: -1
Energy above the lowest of the compared OMol25 structures with the same formula, charge and spin, kJ/mol: 0.0
Frontier orbital gap, eV: 5.254
E_LUMO, eV: 1.71